Computed, not measured: C48H65BCl4N7O5PSr as an isolated structure in a non-equilibrium geometry, with ωB97M-V/def2-TZVPD.

Output
- LUMO energy: 3.71 eV
- Max |F|: 1.06 eV Å⁻¹
- Net charge: -2
- Gap between HOMO and LUMO: 5.437 eV
- Relative energy (zero: lowest compared OMol25 entry of this formula, charge and spin): 54.45 kcal per mole

```
132
Properties=species:S:1:pos:R:3:forces:R:3
Sr 0.98266 -0.22513 -1.47173 -0.5 0.9 0.3
C 4.43636 0.74651 -0.01674 0.1 0.0 0.0
C 4.46904 0.90243 1.49533 0.1 0.1 0.0
C 5.39221 -0.15081 2.12307 0.0 0.0 -0.1
C 3.11095 0.81961 2.12289 0.3 0.1 0.1
C 2.77310 1.13331 3.44841 -0.2 0.0 0.0
C 1.42500 0.86798 3.54585 0.0 -0.1 0.1
C 0.63963 1.06342 4.80491 0.1 0.2 0.1
C -0.77959 1.53828 4.57151 -0.2 0.1 0.0
C 0.69282 -0.17460 5.69746 0.0 -0.1 0.0
N 0.99379 0.41287 2.34133 -0.2 0.1 0.0
N 2.05035 0.40867 1.46998 0.2 -0.1 -0.2
B -0.26311 -0.08348 1.54244 -0.4 -0.1 -0.1
N -1.44464 0.93770 1.27753 0.0 -0.2 -0.2
N -1.03765 1.76143 0.25132 0.2 0.0 0.3
C -1.98394 2.64890 0.05255 -0.2 0.0 -0.1
C -3.06280 2.41184 0.92028 0.0 -0.1 0.0
C -2.69852 1.30016 1.65331 -0.1 0.0 0.1
C -3.62615 0.55517 2.57732 0.2 -0.1 0.2
C -4.78539 -0.05903 1.78610 0.0 0.0 -0.1
C -4.22565 1.46675 3.65386 0.0 -0.1 0.0
C -1.84059 3.69654 -1.00923 0.1 0.0 -0.1
C -1.41102 5.02526 -0.38933 0.0 0.0 0.0
C -3.12425 3.86217 -1.81616 -0.1 0.0 0.0
N -0.51454 -1.63885 1.56314 0.1 0.2 -0.3
N 0.03754 -2.20630 0.43778 -0.2 0.2 0.1
C -0.05670 -3.51270 0.56336 0.2 -0.1 0.1
C -0.67280 -3.83792 1.78484 -0.1 0.1 -0.1
C -0.95411 -2.61846 2.37365 0.0 -0.1 0.3
C -1.64505 -2.39656 3.68384 -0.1 0.3 0.0
C -3.13897 -2.72858 3.56983 0.0 0.0 0.0
C -1.00947 -3.23652 4.79280 0.1 -0.1 0.0
C 0.50344 -4.40140 -0.50972 0.1 -0.1 0.0
C 0.75618 -5.81591 0.00395 -0.1 0.0 -0.1
C -0.39777 -4.42344 -1.74297 0.0 0.0 -0.1
H 5.44873 0.84287 -0.41395 0.0 0.0 -0.1
H 4.04685 -0.22779 -0.31193 0.1 0.1 0.1
H 3.82162 1.51059 -0.49681 0.1 0.0 0.1
H 4.87003 1.89576 1.74677 0.0 -0.1 0.0
H 5.03463 -1.14699 1.86171 0.0 -0.1 0.0
H 6.40645 -0.04534 1.73496 0.1 0.0 0.0
H 5.42641 -0.07254 3.21092 0.0 0.0 0.0
H 3.40551 1.53221 4.22471 0.0 0.0 0.1
H 1.17240 1.87001 5.32706 -0.1 -0.1 0.0
H -1.41242 0.72173 4.23224 -0.1 -0.1 -0.1
H -1.21279 1.91778 5.50038 0.0 0.0 0.0
H -0.81912 2.32304 3.81564 0.0 0.0 0.0
H 0.38598 -1.05662 5.13924 0.0 0.0 0.0
H 1.70591 -0.35544 6.05747 0.0 0.0 0.0
H 0.02777 -0.06571 6.55628 0.0 0.0 0.1
H 0.22055 -0.02000 0.51145 -0.2 0.0 -0.1
H -4.00715 2.92778 0.96111 -0.1 0.0 0.0
H -3.07504 -0.26088 3.05617 0.0 0.3 0.0
H -5.35164 0.73083 1.29010 0.0 0.0 0.0
H -4.44171 -0.74353 1.01537 0.0 0.0 0.0
H -5.46352 -0.59863 2.45123 0.0 0.0 0.0
H -4.91714 2.17299 3.19269 0.0 0.1 0.0
H -4.78978 0.88092 4.38307 0.0 0.0 0.0
H -3.47096 2.04326 4.17886 0.1 0.0 0.1
H -1.05711 3.35836 -1.69283 0.0 0.0 0.0
H -2.16980 5.37553 0.31508 0.0 0.0 0.1
H -0.46261 4.91829 0.13452 0.0 0.0 0.0
H -1.28748 5.78534 -1.16214 0.0 0.1 -0.1
H -3.92964 4.26243 -1.19334 0.0 0.0 0.0
H -2.96332 4.55698 -2.64086 0.0 0.0 0.0
H -3.45559 2.91118 -2.23394 0.1 0.0 0.0
H -0.88425 -4.81380 2.18728 0.0 -0.1 0.0
H -1.55345 -1.33271 3.94912 0.1 -0.2 0.0
H -3.26548 -3.78098 3.31026 0.0 0.0 0.0
H -3.65709 -2.54416 4.51447 0.0 0.0 0.0
H -3.62186 -2.13626 2.79353 0.0 -0.1 0.0
H -1.31338 -4.28026 4.69062 0.0 0.0 0.0
H 0.08130 -3.21063 4.74902 -0.1 0.1 0.0
H -1.32945 -2.88941 5.77573 0.0 0.0 0.1
H 1.46286 -3.96646 -0.80594 0.0 0.0 0.0
H -0.18554 -6.31020 0.25824 0.0 0.0 0.0
H 1.24480 -6.41177 -0.76734 0.0 0.0 0.0
H 1.39129 -5.81807 0.88911 0.0 0.0 0.1
H -1.38918 -4.81252 -1.49111 0.0 0.0 0.0
H -0.50747 -3.42650 -2.16913 0.0 0.1 0.0
H 0.04119 -5.05439 -2.51772 0.0 0.0 0.0
Cl 5.57423 -5.42426 -3.00353 0.0 0.0 0.0
C 4.24353 -4.30992 -3.12549 0.1 -0.1 0.0
C 3.30726 -4.44316 -4.12243 0.0 -0.1 -0.1
Cl 3.42612 -5.73280 -5.28424 0.1 0.0 0.0
C 2.23896 -3.53658 -4.19360 -0.1 0.0 0.0
Cl 1.02473 -3.72528 -5.42900 -0.1 0.0 0.0
C 2.07418 -2.49145 -3.28560 0.1 -0.3 0.0
O 1.06581 -1.68651 -3.28363 -0.1 -0.3 -0.4
C 3.07975 -2.33852 -2.24289 0.1 -0.3 -0.1
O 2.93399 -1.38923 -1.38829 0.5 -0.6 -0.1
C 4.12033 -3.26696 -2.19560 0.0 0.1 0.0
Cl 5.27902 -3.09310 -0.90803 0.0 0.0 0.0
N 1.58688 3.21232 -0.51162 -0.1 0.0 -0.1
C 2.66766 3.67445 -1.24136 0.0 0.0 -0.2
C 3.77695 4.18927 -0.56714 0.0 0.0 -0.1
C 4.86525 4.69334 -1.25725 0.1 0.0 0.1
C 4.86185 4.70671 -2.64169 0.1 0.0 0.0
C 3.75527 4.20549 -3.31429 0.1 0.0 -0.1
C 2.64816 3.68717 -2.65777 0.0 0.0 0.2
C 1.50164 3.16260 -3.46150 0.0 0.1 0.3
C 1.02821 3.97759 -4.49114 0.0 0.0 0.0
C -0.01111 3.55445 -5.30630 0.0 0.1 -0.1
C -0.56334 2.30233 -5.08953 0.0 -0.1 0.1
C -0.07753 1.51411 -4.04868 -0.1 0.1 -0.1
C 0.94825 1.89642 -3.17244 0.0 0.1 0.1
H 1.79948 2.77467 0.37383 0.0 0.0 0.0
H 0.95192 2.64640 -1.06415 0.0 0.0 0.1
H 3.77361 4.17395 0.51587 0.0 0.0 0.1
H 5.72103 5.06752 -0.70679 0.0 0.0 0.0
H 5.71401 5.08141 -3.19410 0.0 0.0 0.0
H 3.74974 4.18694 -4.39879 0.0 0.0 0.0
H 1.46827 4.95865 -4.64628 0.0 0.0 0.0
H -0.38164 4.19794 -6.09947 0.0 0.0 0.0
H -1.37087 1.94133 -5.71819 0.0 0.0 0.0
H -0.54681 0.54147 -3.93363 0.0 -0.1 0.0
C -3.17081 -2.49041 -0.35618 -0.1 -0.1 0.1
O -3.22825 -2.18332 -1.74208 0.0 0.0 -0.2
P -2.27471 -0.94797 -2.25293 0.0 0.3 0.0
O -2.67998 -1.04264 -3.81277 -0.2 0.1 0.0
C -1.85509 -1.85559 -4.66207 0.1 -0.1 0.0
O -3.15562 0.34492 -1.82358 0.0 -0.2 0.0
C -4.53340 0.45665 -2.16082 0.0 0.0 0.0
H -4.19273 -2.66560 -0.01142 0.0 0.0 0.0
H -2.73632 -1.66835 0.21597 0.0 0.0 0.1
H -2.56963 -3.38212 -0.19356 0.0 0.0 0.0
H -1.97543 -1.47263 -5.67458 0.0 0.0 0.0
H -2.19732 -2.89161 -4.62152 0.0 0.0 0.0
H -0.80432 -1.80609 -4.36120 0.0 0.0 -0.1
H -5.01702 1.01177 -1.35447 0.0 0.0 -0.1
H -4.99781 -0.52571 -2.26490 0.0 0.0 0.0
H -4.63705 1.00427 -3.09927 0.0 0.0 0.0
```
Positions in Å, forces in eV/Å.